C14H10ClF9OY | ωB97M-V with the def2-TZVPD basis set

```
36
Properties=species:S:1:pos:R:3
C 0.777 -1.930 -0.014
C 0.934 -1.576 -1.384
C -0.364 -1.652 -1.992
H 1.887 -1.389 -1.906
C -1.314 -1.984 -0.989
C -0.598 -2.208 0.207
H -1.014 -2.638 1.129
H 1.563 -2.123 0.727
H -0.558 -1.514 -3.031
H -2.367 -2.210 -1.143
Y -0.069 0.470 -0.582
Cl 1.986 1.837 -0.857
C 0.072 2.279 -3.265
C -1.158 1.698 -3.704
C -0.841 0.516 -4.445
H -2.145 2.161 -3.663
C 0.584 0.359 -4.447
C 1.144 1.450 -3.732
H 2.212 1.660 -3.676
H 0.183 3.258 -2.811
H -1.538 -0.079 -5.044
H 1.143 -0.380 -5.033
F -1.158 2.333 3.400
C -1.297 0.986 3.539
F -1.598 0.764 4.844
F -2.378 0.594 2.833
C -0.012 0.286 3.007
O -0.019 0.362 1.614
C 1.225 1.032 3.728
F 0.978 1.250 5.055
F 2.369 0.297 3.653
F 1.455 2.233 3.149
C -0.016 -1.177 3.581
F 0.009 -1.234 4.939
F -1.133 -1.856 3.183
F 1.056 -1.876 3.128
```

Summary:
- HOMO energy (eV) = -3.7
- spin multiplicity = 1
- LUMO (eV) = 2.4
- charge = -1
- calculated total energy (Ha) = -2012.22181